1.
# C4H6O

C4H6O as an isolated structure at a distorted geometry (ωB97M-V with the def2-TZVPD basis set, the OMol25 dataset).

- Energy: -6285.62022 eV
- Orbital gap: 5.8 eV
- LUMO: -2.23 eV

Element x y z (Å)
C -0.91303 0.61425 -1.03000
C -1.12136 -0.04313 0.10912
O -2.22838 -0.20430 0.70369
C 0.15479 -0.79158 0.56951
C 1.53611 -0.05232 0.33306
H 0.03239 0.70904 -1.66773
H -1.72391 1.31567 -1.37270
H 2.25226 -0.49331 0.93680
H -0.16430 -1.32629 1.48633
H 1.41039 1.01542 0.42394
H 0.76503 -0.74344 -0.49202

Here are the Löwdin charges for atoms 1 to 6, given in e:
1 C 0.07
2 C -0.61
3 O -0.06
4 C -0.01
5 C 0.04
6 H 0.09

***

2.
# C4H6O

C4H6O in the gas phase at a distorted geometry (ωB97M-V with the def2-TZVPD basis set, the OMol25 dataset).

- Structure (SMILES): CC1=C[C@H]1O
- Energy: -6289.50021 eV
- Orbital gap: 9.9 eV
- LUMO: 0.97 eV

Element x y z (Å)
C 1.53929 -0.51824 -0.20297
C 0.29843 0.26285 0.01563
C -0.41348 1.24966 -0.49720
C -1.11798 0.25122 0.43264
O -1.95078 -0.69240 -0.06327
H 1.33109 -1.53358 -0.65452
H 2.19787 -0.88840 0.64587
H 2.23130 0.00277 -0.89472
H -0.36003 2.27116 -0.86789
H -1.45245 0.77380 1.41366
H -2.30324 -1.17884 0.67277

Here are the Löwdin charges for atoms 1 to 6, given in e:
1 C -0.07
2 C -0.22
3 C 0.07
4 C -0.38
5 O 0.01
6 H 0.09

***

3.
# C4H6O

C4H6O in the gas phase at a distorted geometry (ωB97M-V with the def2-TZVPD basis set, the OMol25 dataset).

- Structure (SMILES): C1=CCOC1
- Energy: -6289.68158 eV
- Orbital gap: 9.9 eV
- LUMO: 1.02 eV

Element x y z (Å)
C 0.29540 1.00597 -0.05738
C -0.97336 0.52816 -0.14615
C -0.85851 -0.82190 0.08881
O 0.43343 -1.13792 -0.19717
C 1.30562 -0.03264 0.01576
H 0.49397 2.15616 0.20720
H -1.87891 1.17327 -0.44989
H -1.35527 -1.52285 -0.56784
H -1.26109 -0.84733 1.14653
H 1.88772 -0.32330 0.94864
H 1.91099 -0.17759 -0.98851

Here are the Löwdin charges for atoms 1 to 6, given in e:
1 C -0.11
2 C -0.10
3 C -0.33
4 O -0.14
5 C -0.20
6 H 0.15

***

4.
# C4H6O

C4H6O in the gas phase at a distorted geometry (ωB97M-V with the def2-TZVPD basis set, the OMol25 dataset).

- Energy: -6287.31099 eV
- Orbital gap (alpha / beta): 9.1 / 7.6 eV
- LUMO (alpha / beta): 0.49 / -0.12 eV

Element x y z (Å)
C -1.29447 0.66202 -1.25938
C -0.80762 1.10394 -2.43128
C 0.23127 0.42988 0.66901
C 0.60953 -0.73481 1.56461
O -0.56405 0.09930 -0.34678
H -1.44459 1.68638 -3.20657
H 0.23118 1.36195 -2.35993
H 0.57218 1.36439 0.82093
H -0.24220 -1.28072 1.89336
H 1.23458 -0.38985 2.42514
H 1.26653 -1.40275 0.99961

Here are the Löwdin charges for atoms 1 to 6, given in e:
1 C -0.15
2 C -0.04
3 C -0.11
4 C -0.06
5 O -0.06
6 H 0.07

***

5.
# C4H6O

C4H6O in the gas phase (ωB97M-V with the def2-TZVPD basis set, the OMol25 dataset).

- Structure (SMILES): C#CCCO
- Energy: -6290.57183 eV
- Orbital gap: 11.1 eV
- LUMO: 0.95 eV

Element x y z (Å)
C 2.31752 0.35811 0.34050
C 1.14450 0.41812 0.07287
C -0.24519 0.67051 -0.32826
C -1.17344 -0.54322 -0.28490
O -1.18452 -1.14028 0.98867
H 3.37079 0.38306 0.50846
H -0.21464 1.08020 -1.34352
H -0.65433 1.43903 0.33634
H -0.90791 -1.26360 -1.07426
H -2.19360 -0.19710 -0.48380
H -0.25919 -1.20483 1.26790

Here are the Löwdin charges for atoms 1 to 6, given in e:
1 C 0.11
2 C -0.15
3 C -0.20
4 C -0.28
5 O -0.06
6 H 0.03

***

6.
# C4H6O

C4H6O in the gas phase at a distorted geometry (ωB97M-V with the def2-TZVPD basis set, the OMol25 dataset).

- Structure (SMILES): C=C/C=C/O
- Energy: -6291.03945 eV
- Orbital gap: 9.8 eV
- LUMO: 0.85 eV

Element x y z (Å)
C -1.02340 1.42490 0.68585
C -0.35206 1.13479 -0.40931
C 0.73497 0.12488 -0.39249
C 0.41850 -1.16033 -0.26818
O 1.31693 -2.17991 -0.21465
H -1.89864 2.06198 0.63892
H -0.70644 1.03374 1.64174
H -0.59259 1.55145 -1.38183
H 1.79223 0.36297 -0.27172
H -0.63328 -1.44259 -0.30765
H 0.94377 -2.91189 0.27930

Here are the Löwdin charges for atoms 1 to 6, given in e:
1 C 0.00
2 C -0.20
3 C -0.11
4 C -0.23
5 O 0.00
6 H 0.05